{
  "formula": "C3H10N2O3",
  "method": "ωB97M-V/def2-TZVPD",
  "smiles": "NC(=O)CNCO.O",
  "homo_energy_ev": -9.285,
  "energy_ev": -12395.9096,
  "total_charge": 0,
  "e_above_lowest_kj_mol": 79.64,
  "lumo_energy_ev": 0.6,
  "homo_lumo_gap_ev": 9.9,
  "fmax_ev_per_a": 0.86,
  "elements": ["O", "C", "N", "C", "N", "C", "O", "H", "H", "H", "H", "H", "H", "H", "H", "H", "H", "O"],
  "xyz": [[1.910, -0.756, 0.982], [0.713, -0.669, 1.194], [-0.014, -1.710, 1.642], [0.023, 0.670, 1.092], [0.623, 1.570, 0.145], [0.388, 1.081, -1.211], [1.274, 1.631, -2.121], [0.452, -2.592, 1.768], [-1.013, -1.725, 1.745], [0.141, 1.019, 2.118], [-1.056, 0.667, 0.920], [1.622, 1.607, 0.291], [-0.642, 1.368, -1.458], [0.415, -0.020, -1.238], [2.049, 1.069, -2.194], [-2.272, -1.697, -1.678], [-2.067, -0.345, -1.087], [-2.545, -1.169, -0.911]],
  "atomic_forces_ev_per_a": [[0.01, -0.02, -0.14], [0.16, -0.36, -0.24], [-0.27, -0.62, 0.23], [-0.18, 0.48, 0.43], [0.11, 0.07, -0.15], [-0.52, -0.27, 0.63], [0.01, 0.31, -0.38], [0.16, 0.02, 0.00], [-0.02, 0.36, -0.20], [-0.03, 0.56, 0.06], [-0.02, -0.50, -0.02], [0.18, -0.07, 0.10], [0.15, 0.18, -0.33], [0.19, -0.09, -0.09], [0.05, -0.06, 0.07], [-0.27, -0.08, 0.36], [-0.24, -0.04, 0.24], [0.52, 0.11, -0.58]]
}